15
Properties=species:S:1:pos:R:3:nbo_charge:R:1 method="wB97M-V/def2-TZVPD" total_charge=0 gap_ha=0.267 de_lowest_kcal_mol=67.3 homo_energy_ev=-7.71
C 1.394 -1.047 -0.926 -0.26
C 0.108 -0.906 -0.598 -0.22
C 2.307 -0.016 -0.623 -0.60
C -0.303 0.279 0.179 -0.32
C -1.260 -0.228 1.304 -0.65
P 2.222 1.124 0.687 0.46
P -1.047 1.614 -0.855 0.31
H 1.656 -1.908 -1.497 0.21
H -0.504 -1.710 -0.756 0.21
H 3.263 0.013 -1.200 0.23
H -1.525 0.670 1.804 0.21
H -0.648 -0.867 1.847 0.22
H -2.053 -0.672 0.872 0.20
H 0.125 2.285 -1.294 0.00
H -1.075 2.658 0.109 -0.02